This record from OMol25 describes C30H45BrHfN2P2 as an isolated structure at a distorted geometry. The level of theory is ωB97M-V with the def2-TZVPD basis set.

Geometry as XYZ:
```
81
Properties=species:S:1:pos:R:3:forces:R:3
Hf 0.12489 0.11244 0.03234 0.6 -0.2 2.1
Br 2.59195 6.51220 -0.41065 0.0 0.3 0.2
P 2.63741 -0.55877 0.17313 2.6 2.8 -0.1
P -0.85032 -2.25312 -0.41441 -0.5 -4.2 -0.5
N -4.93424 3.37507 -1.54101 -0.1 0.1 -0.3
N -0.94788 0.67760 1.89686 -0.3 0.6 1.3
C -1.09434 2.29669 3.70890 0.3 0.1 -0.6
C -3.69717 -2.55694 -0.02443 -0.3 0.2 0.2
C 5.55874 0.02129 0.27883 0.0 -0.5 0.0
C -0.56082 -3.43089 0.97662 0.4 -0.2 0.9
C -4.52903 2.55735 -2.51592 0.3 -0.3 0.8
C 2.63708 -0.98525 3.08610 0.0 0.1 0.3
C -2.55321 0.39702 3.69740 -0.1 -0.3 0.0
C 0.02577 -2.60719 -3.15307 0.0 -0.3 -0.5
C -2.87394 1.64958 -1.02209 -0.3 0.1 1.2
C 1.63310 4.95228 -0.47669 0.5 0.7 -0.2
C 0.23929 5.02348 -0.68429 -0.9 -1.1 -0.1
C 4.12801 0.55485 0.40892 -0.4 0.8 0.1
C -0.46403 3.89226 -1.08475 0.4 0.3 0.7
C -3.51276 2.28315 0.05311 -0.1 0.5 -0.5
C 3.96376 -1.86810 -2.23823 0.3 -0.1 0.2
C -2.12271 1.57937 4.31813 0.2 -0.3 -0.4
C 1.88447 -0.34481 1.90453 -1.1 -2.6 0.2
C -1.92841 -0.05806 2.53179 0.3 0.7 0.0
C -0.36032 1.37179 -1.68247 -2.1 2.5 1.1
C -2.54182 -2.84353 -0.95766 -0.3 1.0 -0.4
C -4.47797 3.24807 -0.29334 0.1 -0.7 0.0
C 2.89610 -0.90333 -1.71758 -0.8 -2.0 -1.0
C 2.33347 3.75818 -0.48502 -0.4 -0.8 -0.2
C -3.45413 1.68307 -2.29413 0.6 0.8 -0.1
C -1.03048 -4.89766 0.76275 -0.2 -0.1 -0.2
C 0.07698 -3.16620 -1.73487 0.7 0.4 0.0
C -1.56915 0.93874 -0.92032 -0.7 0.8 -3.1
C 1.64634 2.63248 -0.93741 1.2 -0.2 -0.6
C -0.55261 1.85213 2.50278 -0.5 -0.6 0.4
C 0.28159 2.68770 -1.31331 -1.6 -0.5 -0.2
H 3.40110 3.75359 -0.30084 -0.1 -0.1 0.1
H 3.32185 -1.78375 2.78206 -0.3 0.1 0.1
H -3.36966 -0.18622 4.14958 0.5 0.2 -0.3
H 1.91209 -1.36959 3.81090 0.2 0.0 -0.1
H -4.55634 -3.16413 -0.32256 0.0 0.2 0.0
H -2.18245 -1.02869 2.08835 -0.1 0.5 0.1
H -3.49296 -2.81774 1.01348 0.1 -0.1 0.1
H -0.52415 -5.37686 -0.09148 -0.1 0.2 0.4
H -0.36548 -4.17552 -1.73536 0.3 0.4 0.2
H 3.64927 -2.18664 -3.24219 0.0 0.0 0.2
H 3.22017 -0.20396 3.58723 0.0 -0.2 -0.1
H -1.02932 -3.03653 1.89458 0.2 -0.1 -0.3
H 4.04090 1.05989 1.38228 -0.2 -0.1 -0.2
H -0.25587 5.96150 -0.48751 -0.1 0.1 -0.2
H 2.24838 1.70089 -1.04341 -0.7 0.8 -0.4
H -0.80142 -5.50656 1.65870 0.0 0.5 -0.4
H 1.77636 0.73556 2.11993 0.2 -0.2 -0.8
H -4.00621 -1.51016 -0.04593 0.0 0.0 -0.1
H 6.27063 0.84630 0.39738 -0.3 0.0 0.0
H 0.52942 -3.44324 1.16220 -0.3 0.1 0.0
H 3.08426 0.09694 -2.14939 -0.3 0.0 0.9
H 0.02064 -1.51980 -3.24264 0.0 0.1 0.1
H -0.85702 -2.96946 -3.68558 0.1 0.1 0.1
H -1.71588 -0.19503 -0.82836 -0.2 0.5 -0.7
H 4.08663 -2.75944 -1.61777 0.0 0.1 -0.1
H 0.89053 -2.97911 -3.71735 -0.2 0.1 0.1
H -4.86812 3.93430 0.46396 -0.1 -0.3 -0.3
H -2.45224 -3.92677 -1.12060 0.4 0.4 0.1
H -5.00209 2.59405 -3.50547 0.1 0.2 0.5
H 1.11762 -3.23707 -1.37862 -0.2 -0.2 -0.1
H 1.91842 -1.28194 -2.06102 0.3 0.3 0.0
H -2.98050 1.12630 -3.08918 -0.2 0.0 -0.3
H 3.96380 1.30946 -0.36759 0.3 0.1 0.1
H -2.71700 -2.41020 -1.95000 -0.1 0.0 0.1
H 0.82888 -0.80805 1.82527 1.4 0.1 0.9
H -0.26391 1.07097 -2.73991 1.1 -1.0 0.4
H -2.11695 -4.97325 0.58642 0.5 0.1 0.3
H -1.56489 3.92075 -1.15599 0.8 0.0 -0.3
H -2.54618 1.92614 5.26251 0.0 -0.2 -0.3
H -3.24432 2.08113 1.08966 0.2 0.4 -0.3
H 5.74763 -0.40597 -0.70336 0.0 -0.1 0.1
H 0.25303 2.43612 2.04466 -0.3 -0.2 -0.1
H -0.70061 3.21178 4.14875 -0.1 -0.2 -0.1
H 4.93049 -1.37220 -2.36064 -0.2 -0.2 0.2
H 5.79784 -0.72069 1.04432 -0.1 0.0 -0.1
```
Positions in Å, forces in eV/Å.

Total charge: +4
Lowest unoccupied orbital energy (alpha / beta): -15.7 / -15.7 eV
DFT total energy: -4582.588269 Eh

---

This record from OMol25 describes a 7-piece molecular cluster, C39H71ClN9O7 overall at a distorted geometry. The level of theory is ωB97M-V with the def2-TZVPD basis set.

Geometry as XYZ:
```
127
Properties=species:S:1:pos:R:3:forces:R:3
Cl -4.85844 -1.43334 -1.41364 0.8 0.6 0.6
O -7.89138 5.75734 -2.72354 0.0 -0.2 0.0
O 2.98644 -5.74415 3.54816 0.1 -0.2 0.5
O 3.66369 0.23876 -7.13750 -0.2 0.0 0.2
O 6.01830 5.05616 1.86882 -0.1 -0.2 -0.2
O 1.89825 2.35785 -0.93754 -2.1 -1.0 0.0
O 2.14291 -3.63812 8.97311 -0.2 0.0 0.0
O -0.88849 -5.13932 -0.87881 -0.1 0.1 0.0
N 0.05499 -3.15673 9.76289 0.4 0.0 0.2
N 7.16581 3.67893 0.45566 0.2 0.2 0.3
N 1.02616 -5.33609 0.35010 -0.3 0.6 -0.3
N 1.39649 0.33598 -7.38425 0.2 0.1 -0.3
N -1.02167 -0.48381 -1.48363 -2.4 -0.5 -1.1
N 2.27256 -0.31414 -0.23361 -0.2 2.3 -2.5
N 2.84962 -5.80458 5.82763 0.2 -0.4 -0.5
N -9.44822 4.22324 -2.05695 0.2 0.3 0.2
N 0.09451 -0.92354 -0.91570 0.8 3.3 -0.4
C -1.32358 0.75374 -1.92605 0.0 2.3 -0.9
C 2.06162 2.64666 0.49112 2.7 1.2 1.1
C -2.82700 2.42428 -3.27300 0.7 2.3 -2.0
C -1.95940 4.01748 -5.12480 -1.1 -0.7 1.6
C 0.97267 -6.78688 0.34270 -0.2 0.0 -0.1
C 1.16313 0.10007 -5.97476 0.3 0.0 0.0
C 2.67723 0.38168 -7.83204 0.0 0.0 0.0
C -10.29814 3.71674 -0.99725 0.0 -0.1 -0.3
C -9.47578 3.57144 -3.35407 0.2 0.2 0.0
C 3.08017 -6.54275 7.05479 0.0 0.2 0.0
C -2.89522 5.08715 -4.70610 0.4 -2.9 1.2
C 2.27126 -4.47506 5.90830 0.0 0.0 -0.2
C -3.75037 3.48906 -2.87882 0.6 0.1 -0.4
C 1.03999 4.99514 0.39910 0.8 -1.1 0.0
C -3.77936 4.79285 -3.57861 1.6 -0.9 -1.1
C 3.15515 -6.31399 4.61737 0.0 0.0 0.5
C 5.99724 3.43383 -0.36464 -0.1 0.2 0.2
C 3.10325 -0.62736 -1.19297 0.9 -0.7 -0.5
C 0.98867 0.07225 -0.80585 1.6 -2.3 1.4
C -0.40842 1.90084 -1.79443 2.5 -3.3 1.8
C 8.42101 3.04339 0.10481 -0.3 0.0 -0.1
C 4.54236 0.01426 -1.27470 -0.4 -1.8 1.2
C -2.07483 -1.55850 -1.63068 -0.7 -1.1 0.9
C -0.55837 -3.31605 8.45744 0.3 -0.1 0.0
C 2.12408 -4.67640 1.03927 -0.2 -0.1 0.2
C -2.71383 1.01846 -2.61712 -0.3 0.7 0.3
C 0.86222 1.49739 -1.17416 -2.2 0.2 -0.8
C 2.77610 -1.68682 -2.31165 -0.3 0.4 -0.5
C 7.04444 4.49891 1.52908 0.0 0.0 -0.1
C -0.78087 -2.80460 10.89457 -0.1 0.0 -0.3
C -4.76517 3.29379 -1.70711 -0.5 0.8 -0.7
C 0.05812 -4.64629 -0.28129 0.4 -0.3 0.2
C -3.28065 -2.72994 0.40216 0.3 0.5 0.2
C -8.62831 5.28575 -1.87678 -0.1 -0.1 0.0
C -3.24312 -1.41215 -0.51690 0.4 -1.8 -0.5
C 1.38941 -3.34201 9.88443 -0.2 0.1 0.1
C 0.26040 0.51510 -8.26760 0.0 -0.1 0.3
C -1.93977 2.71714 -4.43556 -1.3 1.7 0.7
C 2.40841 4.19038 0.63026 -1.4 0.0 0.0
H 2.84641 4.39560 1.65079 -0.5 -0.4 -1.0
H 8.71468 3.35791 -0.89931 0.1 -0.1 0.0
H 1.18228 2.34584 1.11470 0.6 0.2 -0.8
H -3.88454 -3.55302 -0.06480 0.5 1.0 0.3
H 2.01119 -2.43123 -1.97255 0.6 0.8 -0.1
H -0.32260 1.37710 -7.93352 -0.1 0.0 -0.2
H 2.03540 -3.59090 0.96186 -0.1 -0.1 -0.1
H 8.29153 1.95848 0.12161 0.2 0.0 0.0
H 9.20598 3.31917 0.80821 -0.1 0.0 0.0
H 1.03721 5.99334 0.90508 -0.1 -0.9 -0.7
H -2.25086 -3.16354 0.55886 -1.0 0.7 -0.1
H -0.36503 -0.38017 -8.23481 -0.1 0.1 -0.1
H -2.88679 6.04803 -5.26663 -0.2 -0.8 0.7
H -1.21175 1.92898 -4.76310 -0.8 0.9 0.2
H -1.63172 -2.57778 -1.41991 0.1 1.4 -0.3
H -8.68286 5.70672 -0.85924 -0.1 0.0 0.0
H -10.17794 2.73918 -3.34597 0.0 0.1 0.1
H -9.77366 4.29571 -4.11457 0.0 -0.1 -0.1
H 0.19332 -3.55229 -0.21932 0.1 0.0 0.1
H -2.94607 0.26487 -3.42585 0.3 0.6 1.1
H -4.47944 5.60496 -3.25400 0.6 -1.1 -0.2
H 3.18129 4.50458 -0.12453 -0.7 -0.5 0.7
H 0.22716 4.32096 0.80501 0.6 1.1 -0.2
H 3.68963 -2.26254 -2.63333 -0.8 0.8 0.5
H 3.06834 -4.99213 0.58894 0.1 0.1 0.1
H -3.71969 -2.45117 1.39987 0.4 -0.4 -1.0
H -4.43462 3.78634 -0.74469 -0.1 -0.8 -1.0
H 5.21284 2.99085 0.25430 -0.1 0.0 -0.1
H 4.82613 0.28137 -0.22029 -0.2 0.2 -1.1
H -0.10587 -2.60916 7.75834 -0.1 -0.1 -0.1
H 6.23998 2.76104 -1.18621 0.1 0.0 0.1
H -0.18754 -2.71954 11.80441 0.0 0.0 -0.1
H -8.47524 3.20566 -3.59478 -0.1 0.0 -0.1
H 2.96158 -3.75621 5.46166 -0.1 0.1 0.0
H 1.75466 -3.19799 10.91361 -0.1 0.0 0.0
H 2.11253 -4.96472 2.09478 0.1 0.3 -0.5
H -1.26932 -1.84795 10.69602 -0.1 0.0 0.2
H -1.54011 -3.57734 11.03422 0.0 0.1 0.1
H 1.33447 -4.45706 5.34521 0.0 0.1 0.0
H 2.08166 -4.20543 6.94697 0.1 -0.1 -0.1
H 3.58714 -7.32592 4.67056 0.0 0.0 0.0
H 1.60370 -0.85984 -5.69435 -0.1 0.0 0.1
H 0.58829 0.68285 -9.29285 0.1 0.0 0.1
H 5.63407 4.38360 -0.76364 -0.1 -0.1 -0.1
H -1.63062 -3.13645 8.51714 0.1 0.0 0.1
H -0.37556 -4.33002 8.09483 -0.1 0.1 -0.1
H -2.47399 -1.63000 -2.67134 0.3 0.5 1.0
H 0.99404 -7.14266 -0.68947 0.0 -0.1 0.1
H -1.24007 4.17634 -5.97217 -0.9 -0.1 1.0
H 0.88293 5.04846 -0.70935 0.0 0.4 1.0
H -3.50154 0.96489 -1.80981 0.8 -0.3 -1.0
H 5.28132 -0.75739 -1.64180 -0.8 1.0 0.2
H 4.51892 0.89251 -1.96892 -0.2 -0.7 0.7
H 3.51588 -7.51961 6.84475 0.0 0.1 -0.1
H 2.36886 -1.21532 -3.25560 0.5 -0.3 0.9
H 2.98832 2.10205 0.83567 -1.2 0.1 -0.3
H -5.70340 3.85557 -2.00347 0.9 -0.7 0.4
H 1.81799 -7.19948 0.89087 0.0 0.2 0.0
H 7.98533 4.62309 2.08914 0.0 0.0 -0.1
H -3.12492 -0.48403 0.09964 -0.3 -0.8 -0.7
H 2.12969 -6.67947 7.57485 0.1 0.0 0.1
H 1.64710 0.89045 -5.39474 0.0 -0.1 0.1
H 2.75181 0.56562 -8.91595 -0.1 0.0 0.0
H -0.60123 2.94884 -2.10498 -0.1 -1.1 0.2
H 0.03955 -7.11508 0.80476 0.1 -0.1 -0.1
H -10.17300 4.30094 -0.08588 0.0 0.0 -0.1
H 3.76251 -5.97595 7.69100 -0.1 -0.1 0.1
H -10.03615 2.67583 -0.79325 -0.1 0.0 0.1
H 0.09458 0.08903 -5.76023 0.0 0.0 -0.1
H -11.34130 3.77204 -1.31631 0.0 -0.1 0.2
H -5.06961 2.22563 -1.56936 0.4 0.9 0.1
```
Positions in Å, forces in eV/Å.

Total charge: +1
Lowest unoccupied orbital energy: -3.7 eV
DFT total energy: -3007.933207 Eh

---

This record from OMol25 describes C2H3GdO2 as an isolated structure at a distorted geometry. The level of theory is ωB97M-V with the def2-TZVPD basis set.

Geometry as XYZ:
```
8
Properties=species:S:1:pos:R:3:forces:R:3
Gd -1.03218 -0.22261 -1.28251 0.1 0.2 1.6
O 1.19746 -0.06339 -0.36421 -0.5 0.5 -1.4
O -1.07852 0.06637 0.89179 0.0 -0.3 -1.3
C 1.25642 -0.15456 1.02252 -0.1 2.7 3.3
C 0.03403 0.00318 1.61606 -0.7 -2.4 -0.8
H 2.05600 0.04642 -0.78134 0.3 -0.1 0.2
H -0.04151 -0.31278 2.66673 -0.1 1.1 -0.1
H 1.73420 0.69050 1.68500 0.9 -1.7 -1.5
```
Positions in Å, forces in eV/Å.

Total charge: +1
Multiplicity: 9
Lowest unoccupied orbital energy (alpha / beta): -4.2 / -5.3 eV
Energy relative to the best compared isomer or geometry (same formula, charge and spin): 38.97 kJ/mol
DFT total energy: -993.832898 Eh

---

This record from OMol25 describes a 3-piece molecular cluster, C2H7NO3 overall at a distorted geometry. The level of theory is ωB97M-V with the def2-TZVPD basis set.

Geometry as XYZ:
```
13
Properties=species:S:1:pos:R:3:forces:R:3
O 2.32743 -0.15861 -0.22696 0.0 -0.5 0.6
O -1.36041 -0.06307 -1.65578 0.3 -0.5 -0.3
O -1.58481 -1.67132 -0.09759 -0.1 -0.2 0.6
N 0.47074 0.05622 1.17229 -0.1 2.4 -2.2
C -0.51561 1.06271 0.74356 1.2 -1.3 2.6
C -1.19821 -1.18995 -1.16604 -0.4 0.8 0.1
H 2.53517 0.08184 -1.14297 -0.6 0.4 0.0
H 0.94388 -0.35641 0.33775 0.6 -1.4 -0.6
H -0.56607 1.72438 1.60458 -0.4 0.6 -0.5
H -0.25338 1.50327 -0.20895 -0.2 0.1 -0.1
H 1.22387 0.45753 1.73150 -0.3 -0.2 0.7
H -0.56932 -1.92483 -1.72982 0.2 0.0 -0.3
H -1.45328 0.47826 0.63842 -0.4 -0.2 -0.5
```
Positions in Å, forces in eV/Å.

Lowest unoccupied orbital energy: -5.2 eV
Energy relative to the best compared isomer or geometry (same formula, charge and spin): 813.07 kJ/mol
DFT total energy: -360.603967 Eh